(1)
# C35H51As2N2O13PSSiTe2Ti

A molecular structure, C35H51As2N2O13PSSiTe2Ti (ωB97M-V/def2-TZVPD, the OMol25 dataset).

ΔE to the lowest compared entry with this formula, charge and spin   0.586 eV
Largest force on an atom   2.15 eV/Å
LUMO (spin up / spin down)   3.822 / 3.821 eV
Kohn-Sham gap (spin up / spin down)   4.7 / 6.0 eV
HOMO energy (spin up / spin down)   -0.8 / -2.2 eV
⟨S²⟩   2.0217

```
! wB97M-V def2-TZVPD RIJCOSX def2/J DEFGRID3
* xyz -2 3
Ti 0.7427 -0.4578 0.4346
C -1.1624 6.1604 -2.2536
Si -1.5490 4.8357 -0.9445
C -3.3006 4.2806 -1.3154
C -1.3852 5.7569 0.6782
C -0.2011 3.5455 -1.1675
C 0.8406 3.7071 -2.0348
C 1.8643 2.7464 -2.0959
C 1.7720 1.6573 -1.2925
N 0.7355 1.4117 -0.4378
C -0.2594 2.3624 -0.3494
S -1.5933 2.2343 0.6845
H -1.9348 6.9349 -2.2291
H -1.1466 5.7428 -3.2644
H -0.1998 6.6460 -2.0707
H -3.7621 4.9148 -2.0773
H -3.9072 4.3218 -0.4088
H -3.3223 3.2443 -1.6563
H -2.1351 6.5536 0.7290
H -0.3949 6.2118 0.7547
H -1.5124 5.0947 1.5337
H 0.8863 4.5802 -2.6762
H 2.7192 2.8545 -2.7487
H 2.5694 0.9273 -1.3000
C -0.7071 -2.3502 3.6074
O -1.3784 -2.1081 2.3703
C -0.5923 -2.0959 1.2787
O 0.6633 -2.2574 1.4237
C -1.1421 -1.7791 0.0243
C -0.6475 -2.5674 -1.1953
As -1.8681 -4.1902 -1.4247
C -2.3911 -4.4513 0.4522
C -3.3867 -3.1938 -2.0738
C -3.7830 -1.9715 -1.4930
As -2.7564 -0.6823 -0.3976
C -3.8700 -0.8380 1.2314
C -5.0846 -1.3653 -1.6181
O -5.3282 -0.1828 -1.3815
O -6.1078 -2.2347 -1.8646
C -7.3671 -1.6324 -2.0784
C -4.0366 -3.8051 -3.2072
O -4.6997 -3.3074 -4.0998
O -3.7658 -5.1794 -3.2714
C -4.4370 -5.8515 -4.3144
C -0.6478 -1.6854 -2.4827
O -0.7821 -0.4944 -2.4100
O -0.4656 -2.2132 -3.7055
C -0.1354 -3.5728 -3.9886
H -1.4514 -2.1725 4.3808
H 0.1428 -1.6836 3.7385
H -0.3646 -3.3853 3.6520
H -1.5173 -4.6737 1.0678
H -3.0588 -5.3142 0.4583
H -2.9134 -3.5823 0.8477
H -4.6224 -1.6135 1.0936
H -4.3602 0.1277 1.3501
H -3.2696 -1.0542 2.1089
H -8.0921 -2.4453 -2.0798
H -7.3909 -1.1209 -3.0438
H -7.6041 -0.9095 -1.2974
H -4.1343 -6.8965 -4.2456
H -4.1705 -5.4507 -5.2942
H -5.5209 -5.7722 -4.2037
H 0.3723 -3.5430 -4.9518
H -1.0399 -4.1725 -4.0742
H 0.5265 -3.9952 -3.2377
C 8.7141 0.9652 -1.9201
C 7.4267 0.6791 -1.1913
C 6.6468 -0.4195 -1.5041
C 5.4649 -0.7107 -0.8196
C 4.6861 -1.9203 -1.2423
C 5.0393 0.1231 0.2229
Te 3.3725 -0.2993 1.5024
C 5.8223 1.2528 0.5449
C 5.4328 2.2191 1.6308
C 6.9917 1.5056 -0.1646
H 8.8109 0.3387 -2.8077
H 9.5798 0.7740 -1.2801
H 8.7667 2.0101 -2.2334
H 6.9592 -1.0852 -2.3039
H 5.3005 -2.5863 -1.8511
H 3.8172 -1.6366 -1.8326
H 4.3085 -2.4684 -0.3773
H 4.4635 2.6730 1.4236
H 6.1831 3.0077 1.7268
H 5.3240 1.7168 2.5926
H 7.5818 2.3794 0.0986
C 3.2419 -0.0395 5.6260
C 2.0578 0.8529 5.3242
O 1.4226 0.3655 4.1440
P 0.6312 1.3496 3.1333
O 0.2056 0.2868 2.0815
Te 1.7088 3.3884 2.7385
O -0.6750 1.7224 3.9877
C -1.8746 0.9352 3.9747
C -3.0669 1.8653 3.9685
H 3.7698 0.3269 6.5095
H 3.9217 -0.0450 4.7740
H 2.9195 -1.0667 5.8061
H 2.3794 1.8854 5.1706
H 1.3289 0.8407 6.1408
H -1.8773 0.3079 4.8724
H -1.8878 0.2904 3.0981
H -3.0798 2.4848 4.8674
H -3.9877 1.2790 3.9301
H -3.0260 2.5142 3.0953
O 0.6698 -3.1561 -1.0852
N 1.6821 -2.3210 -1.5802
O 1.6659 -1.1854 -0.9343
*
```

=====

(2)
# C2H3NO4S

2 unconnected molecules or ions with the total composition C2H3NO4S (ωB97M-V/def2-TZVPD, the OMol25 dataset).

ΔE to the lowest compared entry with this formula, charge and spin   4.521 eV
Largest force on an atom   2.80 eV/Å
LUMO (spin up / spin down)   -1.830 / -2.353 eV
Kohn-Sham gap (spin up / spin down)   9.9 / 6.9 eV
HOMO energy (spin up / spin down)   -11.8 / -9.3 eV

```
! wB97M-V def2-TZVPD RIJCOSX def2/J DEFGRID3
* xyz 0 1
C 2.3903 -1.0226 -0.2264
C -1.8285 0.6971 0.7915
N 1.5299 -1.5920 0.6650
O 3.0841 -0.1326 -0.5695
O -1.1318 0.0692 -1.8407
O 0.4986 1.4826 -0.5661
O 1.8988 -2.2219 -0.6676
S -0.4712 0.4361 -0.6327
H -1.8061 -0.1246 1.4648
H -1.3393 1.6331 1.1925
H -2.8247 0.7757 0.3892
*
```

=====

(3)
# C28H42F12FeO21P2

A molecular structure, C28H42F12FeO21P2 (ωB97M-V/def2-TZVPD, the OMol25 dataset).

ΔE to the lowest compared entry with this formula, charge and spin   0.000 eV
Largest force on an atom   6.85 eV/Å
LUMO (spin up / spin down)   0.100 / 0.100 eV
Kohn-Sham gap (spin up / spin down)   10.5 / 9.3 eV
HOMO energy (spin up / spin down)   -10.4 / -9.2 eV
⟨S²⟩   6.0048

```
! wB97M-V def2-TZVPD RIJCOSX def2/J DEFGRID3
* xyz 0 5
Fe -0.9206 -1.4524 0.6844
P -1.7800 -2.4387 3.4618
F -3.0607 -3.2414 4.0353
F -2.3553 -1.0166 4.0090
F -0.9686 -2.6715 4.8938
F -0.4468 -1.7763 2.8374
F -1.2503 -3.8202 2.7564
F -2.3957 -2.1129 1.9777
P -2.5190 -2.5778 -1.7646
F -2.4920 -3.9720 -2.5651
F -3.4754 -3.2636 -0.6252
F -1.2894 -2.9455 -0.7992
F -2.3942 -1.1861 -0.7289
F -1.4012 -2.0490 -2.7878
F -3.8320 -1.9853 -2.5936
C -2.7044 1.5757 -3.0031
C -2.2871 2.5022 -4.1611
C -2.8938 3.8295 -3.8180
O -1.9636 4.6696 -4.3826
C -0.7884 4.0589 -4.3621
O 0.4042 4.4784 -4.3589
O -0.9496 2.7857 -4.1543
H -3.5947 1.9499 -2.4977
H -1.8814 1.5505 -2.2890
H -3.0356 0.5837 -3.3103
H -2.5747 2.1593 -5.1549
H -2.9697 4.0929 -2.7631
H -3.8564 4.0371 -4.2854
C 1.3665 -5.2020 -4.0511
C 0.4638 -5.4654 -2.8873
C -0.2658 -6.6833 -2.9384
O -0.1264 -7.2980 -1.7177
C 0.7883 -6.6860 -0.9541
O 1.2286 -7.0173 0.1327
O 1.1487 -5.5926 -1.6020
H 2.1494 -5.9557 -4.1356
H 1.7812 -4.2003 -4.1641
H 0.7431 -5.3491 -4.9330
H -0.3083 -4.6960 -2.8732
H 0.1115 -7.2141 -3.8125
H -1.2878 -6.3285 -3.0710
C 4.6663 -5.0983 -0.4756
C 4.3313 -3.5971 -0.0408
C 3.9774 -2.5541 -1.1864
O 2.5955 -2.4614 -1.0739
C 2.1785 -2.7944 0.1748
O 1.0114 -2.5519 0.5880
O 3.2051 -3.4594 0.8435
H 5.1169 -5.6085 0.3757
H 5.4116 -5.1826 -1.2665
H 3.7889 -5.5621 -0.9264
H 5.1326 -3.1663 0.5597
H 4.2396 -3.1008 -2.0922
H 4.6085 -1.6654 -1.1792
C 2.9684 -1.0174 7.1799
C 2.0480 -1.4100 6.1030
C 0.8230 -0.4465 5.8779
O 0.8230 0.0007 4.5704
C 1.9488 -0.5002 3.9795
O 2.1912 -0.2837 2.8288
O 2.6641 -1.2178 4.8596
H 2.5608 -1.3163 8.1456
H 2.9027 0.0693 7.1261
H 4.0403 -1.1951 7.0920
H 1.7823 -2.4540 6.2690
H 0.9062 0.3502 6.6171
H -0.1221 -0.9567 6.0641
C -4.6379 3.4038 1.6578
C -3.9816 2.4489 2.7554
C -4.5468 1.0320 2.6900
O -3.8205 0.5210 1.5653
C -2.6329 1.1813 1.6618
O -1.7041 0.6062 1.2201
O -2.6776 2.3212 2.3548
H -3.9666 4.1412 1.2176
H -5.3555 3.9401 2.2787
H -5.0576 2.7886 0.8618
H -4.1017 2.9315 3.7253
H -5.5729 1.1475 2.3409
H -4.4721 0.4522 3.6099
C 0.5879 7.6391 -0.7705
C -0.1733 6.7047 0.1980
C -1.4363 6.2229 -0.4338
O -1.2980 4.8026 -0.2725
C -0.3178 4.5360 0.5179
O -0.0591 3.3640 0.8893
O 0.4276 5.6228 0.8934
H 1.3355 8.1231 -0.1420
H 0.0976 8.4910 -1.2417
H 1.1873 7.1218 -1.5197
H -0.5966 7.2610 1.0343
H -1.6628 6.6274 -1.4203
H -2.3381 6.5122 0.1059
C 4.2185 1.7911 -1.9870
C 2.8162 2.0272 -1.4869
C 1.7917 2.4638 -2.4434
O 0.7083 1.5750 -2.1885
C 0.9586 0.7147 -1.2053
O 0.2462 -0.2500 -0.8156
O 2.1600 0.9447 -0.7647
H 4.0059 0.9907 -2.6957
H 4.8838 1.5155 -1.1688
H 4.6527 2.6580 -2.4850
H 2.7410 2.9194 -0.8653
H 2.1398 2.2864 -3.4609
H 1.5347 3.5228 -2.4679
*
```

=====

(4)
# C5H8N4O

A single C5H8N4O molecule (ωB97M-V/def2-TZVPD, the OMol25 dataset).

ΔE to the lowest compared entry with this formula, charge and spin   6.389 eV
Largest force on an atom   4.46 eV/Å
LUMO   -0.964 eV
Kohn-Sham gap   9.0 eV
HOMO energy   -10.0 eV

```
! wB97M-V def2-TZVPD RIJCOSX def2/J DEFGRID3
* xyz 0 1
C -2.2112 1.4087 0.1125
C -1.3279 1.1542 -1.2453
C 0.2954 1.1047 -1.0206
C 0.7965 -0.2342 -0.1408
N 1.4135 -1.2522 -0.9347
N 1.8437 -2.2744 -0.2451
C 1.6086 -2.1645 1.1651
O 2.1499 -3.3179 1.9684
N 0.9522 -1.1625 1.9531
N 0.5230 -0.1417 1.2607
H -3.0863 0.6154 0.1836
H -1.6010 1.4189 1.1111
H -2.7021 2.4899 0.0185
H -1.7591 0.2191 -1.8110
H -1.5340 2.0862 -1.9621
H 0.7803 1.0924 -2.1112
H 0.7456 2.0655 -0.4975
H 3.1129 -3.1076 2.1954
*
```

=====

(5)
# C22H42HoNP3S2

A molecular structure, C22H42HoNP3S2 (ωB97M-V/def2-TZVPD, the OMol25 dataset).

Largest force on an atom   3.38 eV/Å
LUMO (spin up / spin down)   -10.484 / -10.431 eV
Kohn-Sham gap (spin up / spin down)   5.1 / 5.1 eV
HOMO energy (spin up / spin down)   -15.6 / -15.6 eV
⟨S²⟩   6.0055

```
! wB97M-V def2-TZVPD RIJCOSX def2/J DEFGRID3
* xyz 3 5
Ho 0.4455 -1.2859 -0.3132
P -0.5010 1.7156 1.2667
P -2.5684 -1.6125 -0.3912
P 2.6026 0.7049 -0.2817
H 1.7854 -2.6579 -3.2708
C 2.4646 -2.3583 -2.4334
C 2.3816 -2.6951 -1.0125
H 1.6743 -3.4048 -0.6123
C -0.8774 3.2770 0.3048
C -2.0328 1.7000 2.2838
C 0.6508 2.3445 2.5422
C -3.4973 -3.1051 -0.9902
C -3.3778 -1.3556 1.2370
C -3.1208 -0.1956 -1.4080
C 4.0115 -0.0345 -1.1602
C 3.3984 0.6174 1.3123
C 2.6820 2.4052 -0.7891
H 3.4592 -2.0932 -2.8477
H 3.3283 -2.5604 -0.4542
H -1.2642 4.1177 0.9238
H -1.6369 3.0416 -0.4614
H 0.0186 3.6168 -0.2396
H -1.9950 2.3236 3.1863
H -2.2213 0.6786 2.6137
H -2.8723 2.0032 1.6607
H 0.1682 3.0029 3.2865
H 1.4921 2.8987 2.1150
H 1.0813 1.5068 3.0984
H -4.3403 -3.4060 -0.3456
H -2.8016 -3.9472 -1.0663
H -3.8558 -2.8227 -1.9928
H -4.1201 -0.5573 1.1940
H -2.5699 -1.0606 1.9223
H -3.8408 -2.2763 1.6000
H -3.8780 -0.4406 -2.1402
H -2.2698 0.1799 -1.9752
H -3.4916 0.6306 -0.8058
H 4.8185 0.7104 -1.2649
H 3.7878 -0.3931 -2.1616
H 4.4542 -0.8798 -0.6127
H 4.2017 1.3471 1.3834
H 3.8588 -0.3569 1.4798
H 2.7369 0.7961 2.1431
H 3.6906 2.6356 -1.1021
H 2.3867 3.0564 0.0222
H 2.0142 2.5798 -1.6258
C -0.1147 -0.0029 -3.7402
C -0.4875 1.3650 -3.8891
C -1.2486 1.6543 -5.0454
C -1.7602 0.6073 -5.8684
C -1.7623 -0.7368 -5.3752
C -0.9744 -1.0302 -4.2313
S 1.2618 -0.2670 -2.7706
H 1.0806 0.9374 -0.3472
H -0.2341 2.1250 -3.1043
H -1.5030 2.6992 -5.3258
H -2.1803 0.8894 -6.8544
H -2.3713 -1.5200 -5.8696
H -1.0244 -2.0009 -3.6933
S 1.0458 -2.6525 1.8220
C 0.6873 -1.5934 3.1477
N -0.6113 -1.5296 3.6237
C -0.9154 -1.0459 4.8802
C 0.1010 -0.5402 5.6774
C 1.4023 -0.4518 5.1583
C 1.6871 -0.9841 3.9044
H -1.3330 -1.9991 3.0712
H -1.9803 -1.0814 5.1261
H -0.1339 -0.1898 6.6758
H 2.2067 0.0158 5.7183
H 2.7014 -1.0587 3.4925
*
```

=====

(6)
# C6H9CoF6N2O7S4

A molecular structure, C6H9CoF6N2O7S4 (ωB97M-V/def2-TZVPD, the OMol25 dataset).

ΔE to the lowest compared entry with this formula, charge and spin   0.000 eV
Largest force on an atom   0.31 eV/Å
LUMO (spin up / spin down)   4.870 / 4.864 eV
Kohn-Sham gap (spin up / spin down)   6.6 / 6.8 eV
HOMO energy (spin up / spin down)   -1.8 / -1.9 eV
⟨S²⟩   6.0196

```
! wB97M-V def2-TZVPD RIJCOSX def2/J DEFGRID3
* xyz -2 5
Co -0.2417 -0.6663 -0.2386
F 2.2684 2.2133 3.6709
C 1.5110 2.9110 2.8138
F 1.1586 4.0524 3.4197
F 2.2635 3.2212 1.7579
S 0.0300 1.9061 2.3499
O 0.5804 0.7482 1.7047
O -0.6577 1.7701 3.5970
N -0.7069 2.9270 1.4008
S -1.1146 2.6751 -0.0911
O -1.2637 1.2953 -0.4773
O -2.1506 3.5888 -0.4634
C 0.3319 3.2734 -1.0719
F 0.5797 4.5638 -0.7876
F 1.4312 2.5768 -0.8206
F 0.0574 3.1877 -2.3761
C 2.6265 -0.9244 -3.0485
C 2.5959 -0.9765 -1.5099
C 3.6994 -0.0601 -0.9535
C 2.8517 -2.4210 -1.0468
N 1.3495 -0.5180 -1.0219
H 3.5844 -1.2791 -3.4469
H 2.4574 0.1012 -3.3819
H 1.8240 -1.5463 -3.4478
H 4.6855 -0.3867 -1.3008
H 3.6831 -0.0799 0.1374
H 3.5327 0.9681 -1.2795
H 3.7916 -2.8150 -1.4529
H 2.0316 -3.0611 -1.3761
H 2.8852 -2.4615 0.0425
O -1.4944 -4.0472 -1.0191
S -2.0904 -2.7679 -0.6566
O -3.5425 -2.8002 -0.5884
O -1.5927 -1.6568 -1.5305
S -1.3240 -2.1489 1.1805
*
```

=====

(7)
# C5H3BrN2O3

A molecular structure, C5H3BrN2O3 (ωB97M-V/def2-TZVPD, the OMol25 dataset).

ΔE to the lowest compared entry with this formula, charge and spin   3.677 eV
Largest force on an atom   6.52 eV/Å
LUMO (spin up / spin down)   -1.321 / -1.321 eV
Kohn-Sham gap (spin up / spin down)   8.4 / 8.4 eV
HOMO energy (spin up / spin down)   -9.8 / -9.8 eV

```
! wB97M-V def2-TZVPD RIJCOSX def2/J DEFGRID3
* xyz 0 1
C -1.6829 -0.8406 -0.0196
C -0.5898 -1.7600 -0.0215
C -1.5945 0.5012 0.0053
C 0.6809 -1.3658 -0.0019
C 0.7493 0.6799 0.0134
N -0.4225 1.2724 0.0362
N 2.0244 1.2525 -0.0028
O -0.5608 2.5054 0.1314
O 2.9313 0.5702 0.4461
O 2.1469 2.3568 -0.4857
Br 2.2813 -2.2154 -0.0447
H -2.6733 -1.2726 -0.0423
H -0.8197 -2.8180 -0.0361
H -2.4705 1.1340 0.0220
*
```

=====

(8)
# C47H56N2P2PtSb

A molecular structure, C47H56N2P2PtSb (ωB97M-V/def2-TZVPD, the OMol25 dataset).

ΔE to the lowest compared entry with this formula, charge and spin   0.000 eV
Largest force on an atom   0.41 eV/Å
LUMO   -3.121 eV
Kohn-Sham gap   5.8 eV
HOMO energy   -9.0 eV

```
! wB97M-V def2-TZVPD RIJCOSX def2/J DEFGRID3
* xyz 1 1
Pt 0.4590 0.6190 0.5551
C -1.9549 1.6184 -1.5730
N -2.7909 0.4523 -1.6107
C -2.4519 -0.6486 -0.7517
P -0.6413 -1.0233 -0.6167
C -0.1846 -1.5054 -2.2961
C 1.1365 -1.3388 -2.6953
C 1.5329 -1.6875 -3.9777
C 0.6049 -2.1936 -4.8743
C -0.7195 -2.3578 -4.4856
C -1.1154 -2.0214 -3.2019
C -0.8627 -2.5395 0.3565
C -1.3107 -2.4261 1.6722
C -1.6636 -3.5596 2.3871
C -1.5704 -4.8109 1.7924
C -1.1088 -4.9270 0.4888
C -0.7504 -3.7954 -0.2303
C -3.7350 0.3024 -2.6366
C -4.8100 -0.5781 -2.4864
C -5.7338 -0.7357 -3.5067
C -5.6224 -0.0108 -4.6849
C -4.5667 0.8750 -4.8296
C -3.6245 1.0291 -3.8229
P -1.3411 1.9495 0.1320
C -0.6965 3.6352 0.0158
C -0.6396 4.4062 1.1762
C -0.0386 5.6541 1.1531
C 0.5116 6.1387 -0.0267
C 0.4554 5.3764 -1.1847
C -0.1414 4.1249 -1.1654
C -2.8425 2.0630 1.1283
C -2.8800 1.4377 2.3694
C -4.0195 1.5118 3.1582
C -5.1295 2.2033 2.6971
C -5.1016 2.8207 1.4518
C -3.9620 2.7543 0.6678
H -2.5232 2.4883 -1.9078
H -1.0676 1.5329 -2.2195
H -2.9179 -1.5632 -1.1133
H -2.8096 -0.5117 0.2772
H 1.8534 -0.9452 -1.9934
H 2.5668 -1.5617 -4.2726
H 0.9093 -2.4595 -5.8781
H -1.4484 -2.7464 -5.1842
H -2.1533 -2.1594 -2.9290
H -1.3970 -1.4453 2.1306
H -2.0194 -3.4676 3.4051
H -1.8481 -5.6963 2.3488
H -1.0247 -5.9023 0.0277
H -0.3924 -3.8919 -1.2475
H -4.9475 -1.1198 -1.5590
H -6.5605 -1.4204 -3.3680
H -6.3502 -0.1319 -5.4750
H -4.4599 1.4459 -5.7429
H -2.7887 1.6980 -3.9814
H -1.0769 4.0321 2.0960
H -0.0048 6.2529 2.0536
H 0.9799 7.1137 -0.0437
H 0.8794 5.7548 -2.1052
H -0.1604 3.5358 -2.0733
H -2.0109 0.8843 2.7051
H -4.0420 1.0278 4.1259
H -6.0223 2.2599 3.3056
H -5.9708 3.3550 1.0924
H -3.9502 3.2463 -0.2972
C 1.9786 -0.6230 4.1343
Sb 1.1276 1.0620 3.1626
C 2.6169 2.4775 3.7197
C -0.2882 1.5697 4.6803
H 2.1800 -0.3377 5.1664
H 2.9024 -0.9060 3.6321
H 1.2926 -1.4674 4.1127
H 2.6980 2.4824 4.8059
H 2.3522 3.4731 3.3679
H 3.5752 2.1879 3.2920
H 0.2159 1.4792 5.6418
H -1.1431 0.8964 4.6692
H -0.6406 2.5918 4.5492
C 5.4103 -3.6698 -1.2701
C 4.2924 -3.1679 -0.3959
C 3.6806 -4.0077 0.5196
C 2.6434 -3.5325 1.3203
C 1.9784 -4.4406 2.3181
C 2.2375 -2.2179 1.1874
C 2.8695 -1.3132 0.3129
C 3.8893 -1.8376 -0.4940
N 2.4511 0.0099 0.3148
C 3.3138 1.0818 -0.2594
C 2.8428 2.4424 0.2704
C 3.2286 1.1735 -1.7907
C 4.7721 0.9342 0.2130
H 5.4302 -4.7582 -1.2995
H 6.3774 -3.3284 -0.8948
H 5.3086 -3.3026 -2.2925
H 4.0081 -5.0370 0.6156
H 2.7005 -5.1257 2.7627
H 1.2069 -5.0424 1.8387
H 1.5022 -3.8747 3.1208
H 1.4302 -1.8506 1.8094
H 4.3841 -1.2194 -1.2274
H 1.7883 2.6322 0.0519
H 3.4085 3.2339 -0.2257
H 3.0104 2.5346 1.3388
H 2.1989 1.3841 -2.0918
H 3.5510 0.2663 -2.2979
H 3.8595 1.9915 -2.1483
H 4.7982 0.4710 1.2003
H 5.2293 1.9235 0.2891
H 5.3980 0.3438 -0.4512
*
```

=====

Computed E, in the same sequence as the records: -254103.10278, -22631.93944, -158299.33767, -13317.09302, -100292.23665, -120954.79030, -84390.20272, -80986.31552 eV.